# 1
ORCA calculation (the ωB97M-V functional and the def2-TZVPD basis) on 4 unconnected molecules or ions with the total composition C12H28N4O4 at a distorted geometry.

Results
M, u: 292.38
Calculated total energy, eV: -27046.6471
Structure (SMILES): CN(C)C=O.CN(C)C=O.CN(C)C=O.CN(C)C=O
ΔE to the lowest compared entry with this formula, charge and spin, kcal/mol: 91.8
E_HOMO, eV: -9.05
Frontier orbital gap, eV: 9.488
LUMO energy, eV: 0.437

ORCA input file:
```
! wB97M-V def2-TZVPD RIJCOSX def2/J DEFGRID3
* xyz 0 1
C -2.015 -2.193 -4.301
N -2.745 -2.401 -3.030
C -3.935 -3.163 -3.029
C -2.171 -1.974 -1.837
O -1.124 -1.327 -1.612
H -2.696 -1.798 -5.055
H -1.647 -3.151 -4.668
H -1.263 -1.404 -4.277
H -4.423 -3.048 -3.997
H -3.673 -4.221 -3.007
H -4.705 -2.976 -2.281
H -2.796 -2.324 -1.000
C 0.952 -0.277 1.172
N -0.067 -0.416 2.230
C -1.319 -1.104 1.855
C 0.091 -0.168 3.635
O 1.141 0.134 4.209
H 1.689 0.451 1.510
H 0.481 0.126 0.275
H 1.229 -1.323 1.043
H -1.591 -0.759 0.857
H -1.227 -2.180 1.708
H -2.118 -1.134 2.596
H -0.886 -0.319 4.119
C 4.782 1.015 4.835
N 5.053 0.979 3.400
C 6.425 0.494 3.040
C 4.371 1.757 2.498
O 4.612 1.739 1.275
H 4.448 0.071 5.266
H 4.016 1.715 5.168
H 5.682 1.459 5.261
H 6.661 0.457 1.976
H 7.210 1.043 3.559
H 6.455 -0.558 3.323
H 3.534 2.309 2.952
C -1.997 1.726 -3.725
N -2.566 2.240 -2.507
C -1.802 1.791 -1.262
C -3.660 2.912 -2.431
O -4.284 3.114 -3.449
H -2.456 0.794 -4.053
H -0.981 1.404 -3.498
H -2.009 2.339 -4.627
H -2.271 1.957 -0.292
H -1.693 0.709 -1.186
H -0.803 2.225 -1.221
H -3.909 3.260 -1.417
*
```



# 2
ORCA calculation (the ωB97M-V functional and the def2-TZVPD basis) on a molecular structure, C32H25Cl3N6O5RuTe.

Results
M, u: 908.62
Calculated total energy, eV: -100205.3002
ΔE to the lowest compared entry with this formula, charge and spin, kcal/mol: 10.2
E_HOMO (spin up / spin down), eV: -10.29 / -10.28
Frontier orbital gap (spin up / spin down), eV: 6.787 / 5.347
⟨S²⟩: 0.75
LUMO energy (spin up / spin down), eV: -3.503 / -4.932

ORCA input file:
```
! wB97M-V def2-TZVPD RIJCOSX def2/J DEFGRID3
* xyz 1 2
Ru -0.476 -0.323 0.453
O -0.253 3.662 -0.961
C -0.462 2.417 -0.565
O 0.443 1.655 -0.255
C -1.883 1.996 -0.549
C -2.984 2.730 -0.956
C -4.224 2.099 -0.954
C -4.322 0.760 -0.592
C -3.179 0.089 -0.194
N -2.008 0.722 -0.155
C -3.031 -1.410 0.060
O -3.842 -2.149 -0.461
O -1.986 -1.726 0.751
H 0.701 3.842 -0.947
H -2.867 3.758 -1.267
H -5.106 2.645 -1.258
H -5.257 0.220 -0.638
Cl 2.818 -6.450 -0.806
C 2.033 -4.922 -0.996
C 2.040 -4.006 0.040
C 1.392 -2.805 -0.140
Cl 1.448 -1.644 1.169
C 0.705 -2.419 -1.304
O 0.092 -1.253 -1.424
C 0.774 -3.383 -2.325
Cl 0.070 -3.062 -3.888
C 1.404 -4.608 -2.184
H 2.540 -4.227 0.973
H 1.403 -5.310 -3.005
C -0.216 0.264 -4.161
Te -1.804 -0.714 -3.165
C -2.754 -0.715 -5.073
C -1.696 -0.359 -6.085
C -1.925 -0.505 -7.451
C -0.942 -0.162 -8.363
C 0.281 0.326 -7.918
C 0.517 0.468 -6.561
C -0.469 0.126 -5.640
H 0.706 -0.208 -3.827
H -0.206 1.304 -3.825
H -3.552 0.031 -5.018
H -3.217 -1.683 -5.260
H -2.876 -0.891 -7.797
H -1.125 -0.281 -9.422
H 1.053 0.586 -8.629
H 1.475 0.835 -6.213
C 0.217 2.529 2.720
C -0.325 1.228 3.199
N -0.792 0.237 2.458
C -1.212 -0.757 3.327
C -0.987 -0.354 4.598
N -0.428 0.904 4.510
C 0.060 1.681 5.638
N 1.471 1.910 5.552
N 1.946 3.172 5.374
N 3.215 3.139 5.292
C 3.630 1.825 5.408
C 4.912 1.270 5.379
C 5.005 -0.095 5.513
C 3.857 -0.901 5.672
C 2.588 -0.369 5.704
C 2.506 1.021 5.574
H -0.364 2.878 1.870
H 1.263 2.443 2.423
H 0.157 3.286 3.498
H -1.638 -1.671 2.957
H -1.172 -0.831 5.544
H -0.184 1.120 6.539
H -0.417 2.658 5.687
H 5.785 1.896 5.258
H 5.976 -0.571 5.499
H 3.982 -1.971 5.774
H 1.714 -0.995 5.822
*
```



# 3
ORCA calculation (the ωB97M-V functional and the def2-TZVPD basis) on a molecular structure, C13H16CuN3O3 at a distorted geometry.

Results
M, u: 325.83
Calculated total energy, eV: -68984.7402
ΔE to the lowest compared entry with this formula, charge and spin, kcal/mol: 0.0
E_HOMO (spin up / spin down), eV: -10.32 / -10.32
Frontier orbital gap (spin up / spin down), eV: 7.269 / 3.392
⟨S²⟩: 0.76
LUMO energy (spin up / spin down), eV: -3.054 / -6.931

ORCA input file:
```
! wB97M-V def2-TZVPD RIJCOSX def2/J DEFGRID3
* xyz 1 2
Cu -22.647 -24.871 4.724
O -21.030 -28.160 2.631
C -21.246 -27.376 3.720
O -20.721 -27.681 4.788
O -22.036 -26.391 3.501
H -21.533 -27.713 1.927
N -22.117 -28.678 -0.369
C -21.683 -27.519 -0.973
C -22.462 -26.503 -0.480
C -23.381 -27.062 0.448
C -23.150 -28.417 0.478
H -21.712 -29.564 -0.610
H -20.870 -27.569 -1.674
H -22.376 -25.455 -0.723
H -24.099 -26.513 1.032
H -23.653 -29.180 1.046
N -16.572 -26.113 6.700
C -15.994 -27.329 6.526
C -16.591 -27.940 5.393
C -17.528 -27.078 4.899
C -17.538 -25.948 5.763
H -16.445 -25.518 7.504
H -15.170 -27.684 7.124
H -16.279 -28.854 4.915
H -18.136 -27.215 4.019
H -18.093 -25.027 5.696
N -23.695 -23.442 2.896
C -23.739 -22.652 4.025
C -22.452 -22.413 4.439
C -21.580 -23.008 3.473
C -22.386 -23.634 2.545
H -24.493 -23.760 2.373
H -24.690 -22.381 4.450
H -22.125 -21.896 5.325
H -20.506 -23.030 3.437
H -22.083 -24.100 1.624
*
```



# 4
ORCA calculation (the ωB97M-V functional and the def2-TZVPD basis) on a gas-phase ion, C16H26ClNO4P (charge +1).

Results
M, u: 362.81
Calculated total energy, eV: -48498.5998
Structure (SMILES): CCP(CC)[n+]1ccc(C(=O)O)c(OC[C@H](C)O)c1C[C@@H](C)Cl
ΔE to the lowest compared entry with this formula, charge and spin, kcal/mol: 0.0
E_HOMO, eV: -12.74
Frontier orbital gap, eV: 8.523
LUMO energy, eV: -4.220

ORCA input file:
```
! wB97M-V def2-TZVPD RIJCOSX def2/J DEFGRID3
* xyz 1 1
C -1.596 1.616 4.249
C -0.761 2.360 3.192
P -1.062 2.056 1.415
C -2.693 1.226 1.330
C -2.741 -0.212 0.771
N 0.073 0.648 1.160
C 0.177 -0.241 2.172
C 1.077 -1.277 2.123
C 1.889 -1.404 0.999
C 2.964 -2.454 1.017
O 4.110 -2.171 0.921
O 2.538 -3.708 1.224
C 1.729 -0.514 -0.070
O 2.482 -0.573 -1.186
C 2.466 -1.783 -1.957
C 1.228 -1.996 -2.774
C 0.986 -0.946 -3.854
O 0.135 -2.159 -1.861
C 0.820 0.538 0.030
C 0.759 1.550 -1.070
C -0.287 1.309 -2.170
C -1.660 1.948 -1.951
Cl 0.419 2.015 -3.661
H -1.024 1.453 5.157
H -1.962 0.650 3.910
H -2.476 2.188 4.527
H 0.295 2.166 3.376
H -0.883 3.432 3.320
H -3.166 1.236 2.307
H -3.292 1.877 0.699
H -3.590 -0.309 0.102
H -1.864 -0.485 0.192
H -2.881 -0.932 1.570
H -0.449 -0.086 3.030
H 1.185 -1.951 2.957
H 1.580 -3.781 1.124
H 2.638 -2.652 -1.334
H 3.314 -1.715 -2.632
H 1.405 -2.952 -3.275
H 1.519 -0.019 -3.667
H 1.328 -1.326 -4.813
H -0.075 -0.739 -3.965
H -0.609 -2.526 -2.347
H 1.732 1.510 -1.547
H 0.654 2.546 -0.649
H -0.416 0.242 -2.326
H -2.028 2.343 -2.891
H -1.601 2.788 -1.269
H -2.385 1.215 -1.604
*
```